1.
Here is C2H5Br2NO4S2 as an isolated structure in a non-equilibrium geometry from OMol25. Energies are from ωB97M-V/def2-TZVPD.

The value obtained for the HOMO-LUMO gap is 10.49 eV. The value obtained for the HOMO energy is -10.489 eV.

CARTESIAN COORDINATES (ANGSTROEM)
C: 2.7979 -0.3735 0.0285
C: -0.1914 -0.0036 -0.4936
N: -2.7509 0.4730 -0.8402
O: 0.6034 -1.2545 1.4833
O: 1.2697 1.1691 1.4535
O: -2.0673 -1.3423 0.9143
O: -1.6367 0.9876 1.3583
S: 1.1555 -0.1329 0.8108
S: -1.7918 -0.0326 0.3929
Br: 0.0580 -1.4887 -1.6433
Br: -0.1328 1.6401 -1.6147
H: 2.9655 -1.3684 -0.3197
H: 3.0140 0.3664 -0.6316
H: 3.3947 -0.0958 0.9077
H: -3.6319 -0.0227 -1.1049
H: -3.0557 1.4789 -0.7015

Results of the natural (NBO) charge analysis, in e, for atoms 1 through 6:
1. C -0.831
2. C -0.743
3. N -1.113
4. O -0.899
5. O -0.905
6. O -0.882


2.
Here is C30H29F5P2PdS as an isolated structure from OMol25. Energies are from ωB97M-V/def2-TZVPD.

The net charge is +2. The value obtained for the HOMO-LUMO gap is 8.32 eV. The value obtained for the HOMO energy is -14.918 eV.

CARTESIAN COORDINATES (ANGSTROEM)
Pd: -0.2632 0.8707 0.0240
F: -3.1705 -1.8612 -5.5090
C: -2.2376 -1.5911 -4.6272
C: -2.4027 -0.5189 -3.7582
F: -3.4858 0.2346 -3.8232
C: -1.4185 -0.2511 -2.8318
F: -1.6002 0.8136 -2.0112
C: -0.2669 -1.0263 -2.7369
S: 0.9788 -0.6778 -1.5500
C: -0.1266 -2.0912 -3.6195
F: 0.9370 -2.8792 -3.5170
C: -1.0962 -2.3821 -4.5608
F: -0.9569 -3.4103 -5.3716
C: 3.1001 -5.8787 -0.2843
C: 3.6075 -4.6807 -0.7724
C: 2.8339 -3.5344 -0.7329
C: 1.5443 -3.5985 -0.2039
C: 1.0288 -4.8040 0.2856
C: 1.8167 -5.9415 0.2443
P: 0.5598 -2.1311 -0.0425
C: -1.1801 -2.5081 -0.1862
C: -1.6203 -3.4289 -1.1411
C: -2.9782 -3.6406 -1.3055
C: -3.8922 -2.9476 -0.5186
C: -3.4533 -2.0476 0.4440
C: -2.0955 -1.8208 0.6121
C: 1.0023 -1.2017 1.4316
C: 1.4404 -1.9588 2.5163
C: 1.8478 -1.3135 3.6664
C: 1.8261 0.0726 3.7042
C: 1.3173 0.8195 2.6412
C: 0.8361 0.1933 1.4998
H: 3.7084 -6.7724 -0.3207
H: 4.6055 -4.6415 -1.1865
H: 3.2314 -2.6036 -1.1198
H: 0.0265 -4.8548 0.6926
H: 1.4283 -6.8779 0.6205
H: -0.9089 -3.9905 -1.7353
H: -3.3248 -4.3597 -2.0359
H: -4.9522 -3.1246 -0.6439
H: -4.1691 -1.5351 1.0726
H: -1.7506 -1.1355 1.3779
H: 1.5153 -3.0366 2.4366
H: 2.2042 -1.8860 4.5111
H: 2.1954 0.5914 4.5794
H: 1.3021 1.8935 2.7259
C: -1.8202 4.4955 3.0716
C: -0.9553 3.2829 2.7164
P: -1.0022 2.8313 0.9495
C: -0.1136 4.1528 0.0649
C: 1.3992 4.1105 0.2744
C: -2.7379 2.9414 0.4045
C: -3.5667 1.7020 0.7368
H: -1.6177 4.7866 4.1010
H: -2.8829 4.2703 3.0004
H: -1.6045 5.3587 2.4418
H: -1.2473 2.4133 3.3083
H: 0.0869 3.4970 2.9558
H: -0.5283 5.1080 0.3981
H: -0.3611 4.0512 -0.9946
H: 1.6688 4.1957 1.3278
H: 1.8689 4.9432 -0.2460
H: 1.8283 3.1846 -0.1119
H: -2.7215 3.1291 -0.6723
H: -3.1728 3.8288 0.8679
H: -4.6017 1.8492 0.4319
H: -3.5624 1.4889 1.8076
H: -3.1862 0.8211 0.2168

Results of the natural (NBO) charge analysis, in e, for atoms 1 through 6:
1. Pd 0.399
2. F -0.242
3. C 0.340
4. C 0.274
5. F -0.257
6. C 0.393


3.
Here is C25H31BrN10RuS as an isolated structure in a non-equilibrium geometry from OMol25. Energies are from ωB97M-V/def2-TZVPD.

The net charge is +1. The spin multiplicity is 2. The value obtained for the HOMO-LUMO gap (alpha / beta) is 6.83 / 6.85 eV. The value obtained for the HOMO energy (alpha / beta) is -10.256 / -10.177 eV.

CARTESIAN COORDINATES (ANGSTROEM)
Ru: -0.3100 -0.0264 0.2115
S: 1.4071 -0.6584 2.0533
C: 2.2923 0.7490 1.5662
C: 3.3944 1.2348 2.2709
C: 4.0377 2.3529 1.7829
C: 3.5591 2.9521 0.6218
C: 2.4628 2.3958 -0.0129
N: 1.8477 1.3121 0.4392
H: 3.7119 0.7352 3.1707
H: 4.9018 2.7551 2.2901
H: 4.0289 3.8313 0.2143
H: 2.0696 2.8301 -0.9236
N: -1.4673 0.7791 3.3523
C: -1.7477 1.8364 2.5872
N: -2.5028 2.7999 3.0916
C: -2.7916 3.8169 2.2725
N: -3.5624 4.7976 2.7453
N: -2.3653 3.9022 1.0057
C: -1.5959 2.9138 0.5803
N: -1.2438 1.8564 1.3319
C: -1.1135 2.9728 -0.7947
C: -1.4488 4.0597 -1.6106
C: -0.9587 4.1128 -2.8972
C: -0.1467 3.0718 -3.3449
C: 0.1093 2.0208 -2.4836
N: -0.3543 1.9599 -1.2430
H: -1.7665 0.7768 4.3103
H: -0.8266 0.0759 3.0020
H: -3.8190 4.7844 3.7168
H: -3.7655 5.5939 2.1674
H: -2.0721 4.8376 -1.1997
H: -1.1811 4.9494 -3.5425
H: 0.2845 3.0886 -4.3330
H: 0.7388 1.1968 -2.7990
Br: -3.9775 -5.5867 3.1158
C: -3.0499 -4.0401 2.5220
C: -3.7369 -2.9777 1.9489
C: -3.0116 -1.8743 1.5349
N: -1.6841 -1.7931 1.6162
C: -1.0411 -2.8224 2.1656
C: -1.6694 -3.9565 2.6449
H: -4.8081 -3.0112 1.8361
H: -3.5243 -1.0209 1.1152
H: 0.0336 -2.7408 2.2405
H: -1.1011 -4.7505 3.1024
C: -2.0598 -0.4382 -1.1390
H: -2.8337 0.2254 -0.7412
H: -2.3854 -1.4762 -1.0871
H: -1.8499 -0.1647 -2.1712
C: 0.5459 -1.8947 -2.5712
C: 1.4769 -2.8101 -3.4148
N: 2.5429 -3.3011 -2.5738
C: 3.3695 -2.1996 -2.1402
C: 2.4913 -1.1708 -1.3762
N: 1.1300 -1.6917 -1.2440
C: 1.1862 -2.9872 -0.5600
C: 1.9933 -3.9935 -1.4318
H: -0.4345 -2.3547 -2.4413
H: 0.4079 -0.9264 -3.0540
H: 1.9180 -2.2635 -4.2494
H: 0.9246 -3.6606 -3.8148
H: 3.8344 -1.7480 -3.0170
H: 4.1565 -2.5936 -1.4981
H: 2.4508 -0.2130 -1.9000
H: 2.8926 -1.0072 -0.3743
H: 0.1652 -3.3407 -0.3947
H: 1.6703 -2.8453 0.4085
H: 1.3586 -4.8034 -1.7928
H: 2.8127 -4.4339 -0.8630

Results of the natural (NBO) charge analysis, in e, for atoms 1 through 6:
1. Ru 0.977
2. S -0.315
3. C 0.082
4. C -0.261
5. C -0.137
6. C -0.279


4.
Here is C17H27CrN2O2P as an isolated structure in a non-equilibrium geometry from OMol25. Energies are from ωB97M-V/def2-TZVPD.

The spin multiplicity is 5. The value obtained for the HOMO-LUMO gap (alpha / beta) is 7.61 / 8.14 eV. The value obtained for the HOMO energy (alpha / beta) is -7.098 / -8.184 eV.

CARTESIAN COORDINATES (ANGSTROEM)
C: 0.3574 3.3878 -3.5278
C: -0.9417 2.9479 -3.3192
C: -1.1623 1.8348 -2.4768
C: -0.1195 1.0998 -1.9081
C: 1.1662 1.6321 -2.0793
C: 1.4199 2.7526 -2.8852
C: -2.6006 1.4925 -2.2791
C: -2.9141 0.0299 -1.9159
N: -1.8883 -1.0290 -2.2519
Cr: -0.6989 -0.5456 -0.6946
C: 2.3285 0.9998 -1.3756
P: 1.8290 -0.7012 -0.9200
H: -1.7960 3.4430 -3.8048
H: 2.4555 3.0957 -2.9960
H: 0.5478 4.2093 -4.2094
H: 2.5994 1.5528 -0.4601
H: 3.2176 0.9907 -2.0234
H: -3.0802 2.1612 -1.5342
H: -3.1207 1.8247 -3.1941
H: -3.1685 -0.0481 -0.8413
C: 3.1692 -1.2230 0.1714
C: 2.1046 -1.6089 -2.4637
H: -3.8183 -0.2631 -2.4670
C: -1.3416 -0.8671 -3.6526
C: -2.5984 -2.3738 -2.1924
H: 0.2201 -1.0284 0.6622
H: -2.0169 -1.4264 -4.3061
H: -1.2955 0.1673 -4.0153
H: -0.3434 -1.3028 -3.6954
H: -2.8088 -2.6910 -3.2263
H: -1.9675 -3.1215 -1.6885
H: -3.5657 -2.3009 -1.6648
H: 3.1731 -1.6782 -2.6894
H: 1.6913 -2.6108 -2.3130
H: 1.5929 -1.1320 -3.3025
H: 4.1498 -1.1503 -0.3157
H: 3.1776 -0.6077 1.0782
H: 2.9929 -2.2663 0.4522
H: -0.0965 -1.8301 0.4100
O: 0.2409 2.5822 0.6074
C: -0.7644 2.0346 1.0402
C: -1.6526 2.6653 2.1178
C: -2.6233 1.5862 2.5107
C: -2.2678 0.3807 1.6209
O: -2.7629 -0.7428 1.6530
N: -1.2599 0.7583 0.7256
H: -1.0416 3.0208 2.9545
H: -2.1605 3.5352 1.6852
H: -2.5487 1.3534 3.5780
H: -3.6469 1.8934 2.2747

Results of the natural (NBO) charge analysis, in e, for atoms 1 through 6:
1. C -0.214
2. C -0.230
3. C -0.069
4. C -0.356
5. C 0.078
6. C -0.245


5.
Here is C40H32AsN5O4Sm as an isolated structure in a non-equilibrium geometry from OMol25. Energies are from ωB97M-V/def2-TZVPD.

The net charge is -1. The spin multiplicity is 6. The value obtained for the HOMO-LUMO gap (alpha / beta) is 7.12 / 7.15 eV. The value obtained for the HOMO energy (alpha / beta) is -4.926 / -4.960 eV.

CARTESIAN COORDINATES (ANGSTROEM)
Sm: 1.3056 0.8439 -1.2291
C: 1.0851 2.7698 -5.6037
O: 1.3906 4.0454 -5.0438
C: 0.5779 4.4711 -4.0215
C: -0.0788 5.6700 -4.1898
C: -0.8595 6.2275 -3.1717
C: -0.9540 5.5578 -1.9741
C: -0.2844 4.3430 -1.7672
C: -0.3410 3.7884 -0.4239
N: 0.3094 2.7822 0.0352
N: 0.1208 2.6465 1.4290
C: 0.3702 1.4446 1.8491
O: 0.6939 0.4163 1.1445
C: 0.2559 1.2339 3.3345
C: 0.0020 2.2823 4.2139
C: -0.1387 2.0369 5.5703
C: -0.0292 0.7430 6.0675
C: 0.2337 -0.3038 5.1965
C: 0.3782 -0.0575 3.8370
C: 0.4889 3.7557 -2.7905
O: 1.1048 2.6217 -2.6313
H: 1.9399 2.4889 -6.2163
H: 0.1939 2.8457 -6.2367
H: 0.9357 2.0280 -4.8286
H: 0.0397 6.1686 -5.1447
H: -1.3708 7.1679 -3.3264
H: -1.5348 5.9731 -1.1577
H: -0.9460 4.3424 0.2973
H: -0.0865 3.2836 3.8150
H: -0.3350 2.8620 6.2445
H: -0.1409 0.5571 7.1287
H: 0.3305 -1.3161 5.5704
H: 0.5979 -0.8627 3.1506
C: 2.9845 -1.1847 -2.5401
C: 1.9551 -2.1411 -2.3784
C: 0.8497 -1.7266 -3.1323
C: 1.1727 -0.5105 -3.7542
C: 2.5069 -0.1809 -3.4036
H: 3.9960 -1.2609 -2.1677
H: 2.0418 -3.0588 -1.8123
H: -0.0917 -2.2485 -3.2298
H: 0.5568 0.0159 -4.4678
H: 3.0976 0.6125 -3.8416
N: 6.2201 -2.2763 0.7906
C: 5.8921 -1.1714 0.6579
N: 5.6012 0.1092 0.5466
C: 4.4465 0.4975 0.1513
N: 3.4400 0.9710 -0.2092
O: -0.6421 -0.2553 -1.0839
As: -0.9229 -1.3803 0.1504
C: -2.1631 -0.5902 1.3713
C: -2.4631 0.7502 1.1641
C: -3.3130 1.4069 2.0448
C: -3.8638 0.7264 3.1187
C: -3.5862 -0.6219 3.3052
C: -2.7392 -1.2838 2.4309
C: -1.9169 -2.8069 -0.6789
C: -3.2757 -2.6249 -0.9152
C: -4.0019 -3.6002 -1.5841
C: -3.3700 -4.7541 -2.0251
C: -2.0114 -4.9316 -1.8020
C: -1.2831 -3.9599 -1.1300
C: 0.4754 -2.3804 1.0295
C: 1.8491 -2.1668 0.9034
C: 2.7356 -2.9465 1.6289
C: 2.2619 -3.9259 2.4946
C: 0.9021 -4.1518 2.6114
C: 0.0095 -3.3882 1.8673
H: -2.0219 1.2788 0.3296
H: -3.5223 2.4586 1.8981
H: -4.5078 1.2458 3.8171
H: -4.0227 -1.1581 4.1381
H: -2.5393 -2.3336 2.5924
H: -3.7745 -1.7238 -0.5785
H: -5.0597 -3.4553 -1.7634
H: -3.9363 -5.5150 -2.5475
H: -1.5131 -5.8240 -2.1581
H: -0.2211 -4.1003 -0.9709
H: 2.2667 -1.4376 0.2229
H: 3.8027 -2.7945 1.5141
H: 2.9639 -4.5222 3.0636
H: 0.5262 -4.9254 3.2691
H: -1.0466 -3.6122 1.9355

Results of the Mulliken charge analysis, in e, for atoms 1 through 6:
1. Sm 1.227
2. C -0.232
3. O -0.516
4. C 0.085
5. C -0.364
6. C -0.726


The calculation returns the following energy above the lowest of the compared OMol25 structures with the same formula, charge and spin values, one per record and in order: 0.0 0.0 161.5 0.0 76.4 kJ/mol.